(1)
18
Properties=species:S:1:pos:R:3 method="wB97M-V/def2-TZVPD" e_above_lowest_kj_mol=235.3 smiles="N=C(N)N.CCO" e_homo_ev=-9.44 e_tot_ev=-9805.562
O -1.29341 0.59319 -1.16489
N 1.37122 1.38119 -0.10350
N 2.96274 -0.48703 0.18472
N 1.02132 -0.90845 -0.76782
C -2.07775 -0.33920 0.95665
C -2.39912 0.02762 -0.48989
C 1.67583 0.06061 -0.30109
H 1.75820 1.82762 0.71346
H 3.37188 -0.05832 1.00886
H -2.94692 -0.78204 1.44389
H -3.19719 0.77469 -0.52202
H 2.01959 -1.58704 -0.43139
H -0.57765 -0.08613 -1.20348
H -1.77895 0.54762 1.51650
H 3.71009 -0.61342 -0.49230
H -1.25801 -1.05712 0.98532
H 0.39467 1.57114 -0.31025
H -2.75656 -0.86493 -1.02277

=====

(2)
18
Properties=species:S:1:pos:R:3 method="wB97M-V/def2-TZVPD" e_above_lowest_kj_mol=398.6 smiles="CC(=O)CN.NN" e_homo_ev=-7.83 e_tot_ev=-9803.870
O 0.12738 -1.47030 -1.16232
N -1.63896 -0.57982 0.70934
N 1.21480 1.87742 0.20551
N -2.50842 -0.47698 -0.40671
C 0.38074 -0.69614 -0.26735
C 1.42581 -0.94829 0.78243
C 0.38045 1.04136 -0.64919
H 1.32682 -1.96638 1.16027
H 2.19689 1.68603 0.04230
H 0.69536 1.02148 -1.70302
H -1.04882 0.32516 0.78195
H 2.41479 -0.84006 0.33991
H -2.98243 -1.35166 -0.62537
H 1.34111 -0.21714 1.58350
H -0.62894 1.46829 -0.71071
H -2.07312 -0.27472 -1.30613
H 1.06848 2.86085 0.00324
H -1.69195 -1.45909 1.22237

=====

(3)
18
Properties=species:S:1:pos:R:3 method="wB97M-V/def2-TZVPD" e_above_lowest_kj_mol=403.8 e_homo_ev="-8.24 / -8.23" e_tot_ev=-9803.817
O -1.02947 0.11529 -1.92447
N -1.91648 0.27742 1.21334
N -1.22196 1.26851 1.71577
N 0.01155 -1.71141 -0.93692
C 0.70481 0.57019 -0.26042
C -0.30915 -0.35268 -0.80727
C 1.83346 -0.06916 0.53979
H -0.64310 0.87066 2.46754
H -1.22323 -0.32802 0.23525
H 1.43371 -0.66689 1.35981
H 0.88394 -1.88233 -1.42377
H -2.65935 0.67840 0.62565
H -1.26010 1.04099 -1.78297
H 0.11370 1.24070 0.49145
H 2.44793 -0.72071 -0.08541
H -0.73746 -2.25287 -1.34610
H 1.09404 1.22053 -1.04731
H 2.47717 0.70137 0.96604

=====

(4)
19
Properties=species:S:1:pos:R:3 method="wB97M-V/def2-TZVPD" e_above_lowest_kj_mol=386.9 smiles="C[C@H](O)N(N)O.C=N" e_homo_ev=-8.61 e_tot_ev=-11851.727
O -0.73932 -1.21354 0.89296
O 1.57250 -0.65618 -0.35411
N 0.51975 0.35286 -0.24399
N 1.06626 1.61930 -0.27080
N -1.61989 -1.23701 -1.69402
C -0.24141 0.08051 0.99408
C -1.37050 -0.13512 -2.25498
C 0.57081 0.20715 2.28192
H -1.04832 0.83088 0.98313
H 1.44317 1.78498 -1.19906
H 0.80453 1.24873 2.48574
H 1.49006 -0.37036 2.20097
H -1.20897 -1.30000 0.00425
H 1.81906 1.74113 0.41056
H 1.12671 -1.46488 -0.05536
H -1.52345 -2.06129 -2.28522
H -1.51854 0.77180 -1.68644
H -1.12160 -0.00591 -3.30934
H -0.02086 -0.19306 3.09971